i) 14
Properties=species:S:1:pos:R:3:lowdin_charge:R:1 method="wB97M-V/def2-TZVPD" smiles=CNC.SS homo_lumo_gap_ev=9.096 total_charge=0 lumo_energy_ev=0.17
N -0.35153 -1.31460 -0.13122 -0.18
C -1.55041 -0.61884 -0.59531 -0.15
C -0.01965 -0.92786 1.24041 -0.18
H 2.98087 1.09760 -1.26319 -0.21
H -0.20036 0.14560 1.41848 0.06
H 1.02311 -1.15006 1.46188 0.06
H 0.14917 2.31671 -0.53581 -0.24
H -0.67537 -1.48436 1.92167 0.08
H 0.42138 -1.01697 -0.71589 0.07
H -2.34888 -0.75435 0.13439 0.08
H -1.86444 -1.03807 -1.55573 0.08
S 2.50684 1.33779 -0.03493 0.24
S 1.32735 2.94919 -0.63479 0.26
H -1.39808 0.45819 -0.70996 0.05

***

ii) 14
Properties=species:S:1:pos:R:3:lowdin_charge:R:1 method="wB97M-V/def2-TZVPD" smiles=CNC.SS homo_lumo_gap_ev=8.365 total_charge=0 lumo_energy_ev=0.03
H -2.01459 1.43601 0.78499 0.04
H 0.43260 -0.07062 -1.78084 0.05
H -1.67529 2.83000 -0.09675 0.07
H 0.38460 -0.58760 -0.15664 0.00
S 2.86573 -2.33319 0.50641 0.26
H 3.38924 -1.22859 0.80925 -0.27
H -1.03334 -0.58037 -1.04514 0.07
C -1.63732 1.75807 -0.12407 -0.17
S 1.35466 -3.01856 1.78578 0.23
H -2.23071 1.38703 -0.91560 0.06
N -0.27964 1.35085 -0.39830 -0.19
H 0.19880 -2.65189 1.13022 -0.20
H 0.36765 1.76291 0.39996 0.15
C -0.12240 -0.05405 -0.89926 -0.11

***

Most stable: i) (next structure +0.0416 hartree)

***

i) 15
Properties=species:S:1:pos:R:3:lowdin_charge:R:1 method="wB97M-V/def2-TZVPD" homo_lumo_gap_ev=6.697 total_charge=-1 lumo_energy_ev=3.89
H 0.01589 -1.53311 0.38655 0.08
H -0.94077 -2.18353 -0.82436 -0.01
O 0.38658 2.65752 1.89960 -0.14
H 0.31324 0.75448 2.05013 0.06
C -0.39380 1.47107 1.73808 -0.48
N -0.82661 1.23563 0.36770 -0.35
H 0.15056 3.15687 1.03127 0.10
C -0.58166 -1.31005 -0.53613 -0.38
H -1.13722 1.38812 2.50565 0.07
H 0.22264 -0.13012 -2.32462 0.08
S -1.83758 0.06126 -0.09679 0.68
O -2.39861 0.57182 -1.37014 -0.59
H 1.06815 -0.13120 -0.83632 0.02
H 1.07835 -1.58796 -1.89600 0.05
C 0.51101 -0.77460 -1.44014 -0.20

***

ii) 15
Properties=species:S:1:pos:R:3:lowdin_charge:R:1 method="wB97M-V/def2-TZVPD" homo_lumo_gap_ev=6.731 total_charge=-1 lumo_energy_ev=3.78
H 0.40660 -0.69625 -3.44967 -0.01
O -0.49170 -1.05682 -3.47723 -0.11
O 0.03623 1.78190 3.36815 -0.04
C -0.50889 1.13193 2.48497 -0.40
H -1.36675 0.50792 2.78434 0.12
H -1.00561 -0.74486 0.89917 0.10
H -0.54628 -1.90346 -3.01002 0.02
N -0.20099 1.16894 1.17896 0.02
H 0.61174 -1.42421 -0.85569 0.01
H 1.45315 -0.83321 0.67275 0.03
H 0.57311 1.77560 0.92928 0.08
S 1.76942 0.64631 -1.18140 0.13
H -1.10653 0.23558 -0.49487 0.09
C 0.83471 -0.60172 -0.19144 -0.71
C -0.45822 0.01234 0.34269 -0.33

***

iii) 15
Properties=species:S:1:pos:R:3:lowdin_charge:R:1 method="wB97M-V/def2-TZVPD" homo_lumo_gap_ev=6.228 total_charge=-1 lumo_energy_ev=3.95
C 2.02301 1.61831 -0.67828 -0.19
C 1.13196 0.81111 -0.17438 -0.58
C -2.69337 -0.10674 1.16419 -0.20
H -1.87818 -0.86481 1.15930 0.04
O 0.72384 -2.37650 -1.76107 -0.13
H 0.61416 -1.98220 -0.86259 -0.05
N -2.38815 1.08356 1.30977 0.00
H 1.80602 2.51174 -1.22762 0.01
O 0.35102 -1.44006 0.87246 -0.79
S 1.58958 -0.58313 0.73097 0.68
H 0.12637 0.95491 -0.48939 0.05
H 0.55286 -1.61980 -2.33521 0.01
H -3.69083 -0.57939 1.10846 0.05
H -1.32595 1.04994 1.48121 0.06
H 3.05765 1.52308 -0.29783 0.04

***

Most stable: ii) (next structure +0.0972 hartree)

***

i) 30
Properties=species:S:1:pos:R:3:lowdin_charge:R:1 method="wB97M-V/def2-TZVPD" smiles="C[C@H](N)C(=O)N[C@@H](Cc1c[nH]cn1)C(=O)O" homo_lumo_gap_ev=9.125 total_charge=0 lumo_energy_ev=0.53
N -3.97499 -0.54322 -0.96295 0.04
H -3.05419 0.81839 0.93992 0.10
H 3.34396 0.26401 -1.89224 0.09
H -0.11065 0.58337 -0.80280 0.17
C -2.25149 0.00882 0.84964 -0.05
H -4.04291 -0.31379 -1.99122 0.10
C -2.48942 -0.34437 -0.63741 -0.32
C 1.14747 -0.38305 0.70594 -0.10
N 0.34651 2.04734 1.38105 0.11
O -2.25819 -2.44831 -1.91727 0.09
O 2.56284 0.48241 -1.47965 0.16
H -2.10945 0.45313 -1.38072 0.16
C 2.04318 1.05641 2.54451 -0.07
O 1.89771 -1.35236 -2.41883 0.15
N 1.71185 2.18861 3.13951 0.05
H -2.69420 -0.76200 1.47589 0.07
H -1.17732 0.32016 1.01452 0.05
C 0.49135 -0.41362 -0.71626 -0.22
H -4.15120 -1.44365 -0.74790 0.00
C 1.69785 -0.51113 -1.60222 -0.52
C 1.14389 0.94847 1.40491 -0.27
H 0.14744 3.58818 2.68544 0.12
H 2.15680 -0.76998 0.52914 0.12
C 0.68825 2.70711 2.39348 -0.24
H 0.12140 -2.11668 -1.54993 0.07
H 2.14944 2.71150 3.89484 0.16
H 2.73645 0.27748 2.98297 0.14
C -1.75110 -1.62471 -1.21797 -0.41
H 0.68479 -1.05843 1.38556 0.11
N -0.36036 -1.50263 -1.03835 0.12

***

ii) 30
Properties=species:S:1:pos:R:3:lowdin_charge:R:1 method="wB97M-V/def2-TZVPD" smiles="C[C@H](N)C(=O)N[C@@H](Cc1c[nH]cn1)C(=O)O" homo_lumo_gap_ev=9.511 total_charge=0 lumo_energy_ev=0.52
H -0.56024 1.07826 1.48297 0.15
O -1.82093 -2.16759 -0.63567 0.09
C 3.66711 0.46752 0.00740 -0.05
C 0.03878 0.51410 0.73813 -0.20
C -2.69460 -0.03194 -0.11534 -0.40
C 1.46615 0.37330 1.35640 -0.09
H -4.33978 -1.24527 0.65336 0.09
H 1.30538 -0.36608 2.21557 0.15
N -0.45972 -0.85616 0.52279 0.13
C 0.09813 1.42378 -0.51968 -0.50
H -2.31047 0.94783 0.17564 0.12
H 4.16855 1.37954 0.25563 0.12
N 4.30703 -0.45092 -0.79204 0.06
C 3.54980 -1.56493 -0.77029 -0.16
H 0.10518 3.11377 -1.04604 0.12
H -2.53815 0.23989 -2.13741 0.06
H -3.34736 -0.32537 1.90914 0.10
N 2.43916 -1.41184 -0.01519 0.11
H 1.78654 1.27145 1.88521 0.12
O 0.31767 2.68167 -0.23585 0.16
C 2.56155 -0.15374 0.49195 -0.33
H -3.65864 -0.81880 -1.72579 0.07
O -0.12470 1.04221 -1.65765 0.11
H 5.17808 -0.29896 -1.24970 0.14
H 0.21655 -1.60616 0.38254 0.12
C -3.78851 -0.31694 0.87791 -0.05
C -1.65261 -1.11061 -0.08711 -0.49
H 3.81355 -2.42284 -1.40624 0.13
N -3.26551 0.07540 -1.46087 0.06
H -4.45798 0.53945 0.90024 0.08

***

Most stable: ii) (next structure +0.0814 hartree)

***

i) 51
Properties=species:S:1:pos:R:3:lowdin_charge:R:1 method="wB97M-V/def2-TZVPD" smiles="COc1ccccc1N(CC(=O)NC1CCCCC1)S(=O)(=O)c1cccs1" homo_lumo_gap_ev=9.086 total_charge=0 lumo_energy_ev=0.58
N 0.60948 -1.62300 -1.16823 0.11
H -0.49738 -5.48703 0.42046 0.11
H 0.49943 -4.90486 1.75738 0.11
C 2.53542 3.30055 -0.82174 -0.01
C 0.10638 -4.64656 0.77243 -0.20
H 2.50213 0.05837 -0.94641 0.13
C -1.71529 3.89051 1.29287 -0.06
C -3.20679 -0.32048 1.59060 -0.17
C 0.62984 -0.49789 -1.89308 -0.51
C 1.62060 0.55797 -1.36620 -0.08
H -0.07449 5.73057 0.62158 0.11
C 0.64805 5.04087 0.21571 -0.01
C -0.17734 -2.78995 -1.51038 -0.29
N 1.00472 1.43131 -0.38431 -0.15
O -0.81938 3.12047 0.52489 -0.19
C 1.25866 -4.40814 -0.19834 -0.20
C -3.41596 0.08720 0.30860 -0.38
H 1.86782 -5.31067 -0.28275 0.11
H 0.15345 -4.85445 -1.98982 0.12
S 0.62955 0.76899 1.10742 0.68
H -0.18207 -2.57372 1.28003 0.09
H -1.47553 -0.39444 2.96128 0.12
H 2.06917 6.58203 -0.18535 0.10
C 1.86346 5.52422 -0.24360 -0.08
C -1.86658 -0.14294 1.99307 -0.14
S -1.98927 0.69856 -0.43033 1.10
H 3.28499 2.62394 -1.20151 0.11
H 1.56162 -3.82239 -2.25642 0.12
C -1.30947 -3.02579 -0.50565 -0.13
C -1.10070 0.39366 1.00278 -0.58
H -2.13644 4.71569 0.70947 0.10
H 3.75108 5.03142 -1.12227 0.10
H 1.89729 -3.61308 0.19097 0.11
H -1.22878 4.27869 2.19146 0.11
H 1.90855 1.16894 -2.22350 0.14
C 1.32158 2.80280 -0.37618 -0.19
O 1.32127 -0.49320 1.22348 -0.29
C 0.36048 3.68693 0.14280 -0.22
C 2.80226 4.65929 -0.76818 -0.08
H -2.51566 3.20998 1.58110 0.09
H -1.93411 -3.83936 -0.88140 0.12
H -0.60187 -2.58347 -2.49937 0.15
H -1.93104 -2.13254 -0.43892 0.08
C 0.73000 -4.02343 -1.57858 -0.14
O -0.01767 -0.31563 -2.90503 0.05
H -1.60274 -3.58117 1.55176 0.11
O 0.85655 1.71035 2.15750 -0.23
H -4.33247 0.06124 -0.24692 0.07
H -3.97107 -0.73202 2.22426 0.10
C -0.76769 -3.39979 0.87153 -0.19
H 1.07596 -1.61850 -0.26894 0.09

***

ii) 51
Properties=species:S:1:pos:R:3:lowdin_charge:R:1 method="wB97M-V/def2-TZVPD" homo_lumo_gap_ev=7.803 total_charge=0 lumo_energy_ev=0.10
O 0.59808 -3.04851 -0.74106 -0.39
C 2.56672 0.03014 0.34795 -0.24
H 3.74696 -1.11794 2.01804 0.18
C -0.22411 -1.84810 1.65917 -0.33
N 1.47678 -0.80148 0.42980 -0.16
C 2.47840 -1.57858 -1.98170 -0.10
H -2.12278 -1.78968 -1.24247 0.16
H 2.74288 2.24187 -2.92548 0.15
O -0.67601 -2.88285 2.48452 -0.07
S 0.90744 -1.34129 -0.97485 0.87
C 1.78436 2.31478 -2.15745 -0.20
H -2.87162 -2.31103 1.76206 0.17
H -1.73220 3.73975 2.54291 0.11
C -1.23746 1.77755 0.04544 -0.03
H 0.05847 2.78193 1.62011 0.16
H 5.90413 2.10737 0.50725 0.14
N -1.24868 -1.11583 1.05639 0.06
C 4.84393 1.53353 0.51393 -0.02
H 2.18175 -2.49137 -2.60183 0.08
C -2.87031 0.89126 -1.60398 -0.18
C -2.02282 3.10789 1.72084 -0.22
C -3.28079 2.94507 1.51406 -0.02
C 4.69936 0.44166 1.51464 -0.11
C -2.61228 -1.31995 1.10292 -0.28
H 1.30720 -1.05567 2.52950 0.13
H 5.66098 0.25400 2.09644 0.14
C 3.90655 1.69248 -0.59785 -0.02
C 3.63748 -0.21263 1.21223 -0.09
H 2.61591 -0.74585 -2.65734 0.05
H 0.83707 2.27624 -2.86144 0.13
C -3.07014 -1.77785 -0.20613 -0.60
H -1.92762 0.19269 -1.82054 0.07
C -3.63385 2.00500 0.36479 -0.07
H 3.32619 -2.09590 -1.32944 0.13
H -4.06829 3.53211 2.12204 0.14
O 1.86806 1.32765 -1.36126 -0.13
C -2.67364 1.54216 -0.26990 -0.39
H -3.33398 -0.50195 1.62130 0.17
C 1.10348 -1.58633 1.70686 -0.06
H -4.67273 1.87438 0.11876 0.11
H -3.49919 -2.72914 -0.39465 0.04
H 1.61898 3.34280 -1.67144 0.12
C -0.96189 2.69994 1.03406 -0.09
H -3.52276 1.44296 -2.25075 0.07
H -0.49721 1.44337 -0.61277 0.05
S -4.07892 -0.80228 -1.19740 0.77
H -0.97901 -0.25402 0.73383 0.05
O -0.12596 -0.67140 -1.78978 -0.35
H 1.62400 -2.39472 1.60942 0.09
H 4.00377 2.79005 -1.23273 0.19
C 2.80154 1.04162 -0.49339 -0.38

***

Most stable: i) (next structure +0.5418 hartree)

***

i) 11
Properties=species:S:1:pos:R:3:lowdin_charge:R:1 method="wB97M-V/def2-TZVPD" smiles="C1=Cc2sccc21" homo_lumo_gap_ev=7.791 total_charge=0 lumo_energy_ev=0.30
H -1.91427 -1.39597 1.43643 0.12
C -1.91659 0.10390 -0.30925 -0.06
S 0.81050 1.45529 -1.22519 1.03
C -0.01911 -0.30499 0.37261 -0.28
C -0.46354 0.49954 -0.67896 -0.50
H 1.73644 -1.18685 1.12501 0.11
C 1.94202 0.59648 -0.31707 -0.44
H -2.91891 0.45806 -0.76138 0.12
C 1.35228 -0.32413 0.57015 -0.12
C -1.49069 -0.82461 0.53145 -0.03
H 2.88187 0.92327 -0.74380 0.04

***

ii) 11
Properties=species:S:1:pos:R:3:lowdin_charge:R:1 method="wB97M-V/def2-TZVPD" homo_lumo_gap_ev="6.963 / 6.258" total_charge=0 lumo_energy_ev="-1.40 / -2.26"
C -0.14427 0.24773 0.15328 -0.36
C 1.50311 -1.43091 -0.37389 0.13
H -1.68555 0.64464 -1.25871 0.07
H 1.31398 -2.26159 -1.06065 0.06
C -0.24183 -0.66159 -2.09459 0.22
H 1.49906 -0.62763 1.56309 0.13
H -0.03974 1.43513 1.95121 0.06
S -1.99301 1.91114 0.67276 0.76
C 1.07619 -0.59017 0.51320 -0.15
C -0.70349 0.08721 -1.11847 -0.31
C -0.58445 1.24604 1.05277 -0.61

***

Most stable: i) (next structure +0.1436 hartree)

***

i) 26
Properties=species:S:1:pos:R:3:lowdin_charge:R:1 method="wB97M-V/def2-TZVPD" homo_lumo_gap_ev=9.260 total_charge=+1 lumo_energy_ev=-3.00
H 1.52811 1.46357 -1.77193 0.12
C 1.83133 1.26239 0.54219 -0.13
C -1.56206 -0.28637 -0.00144 -0.16
C 1.28326 -1.54134 -1.97482 -0.01
H -3.48779 2.14350 0.59170 0.06
H -0.08354 -1.64555 0.25068 0.14
H 0.41272 -1.29522 -2.63512 0.10
H 1.07638 1.91020 0.87288 0.08
O 1.37365 -1.07172 0.37026 -0.13
H -1.25119 -0.01693 -0.95668 0.10
H 2.21729 -1.53398 -2.61767 0.12
H -2.41258 0.31591 1.83429 0.14
H 1.14249 -2.49410 -1.41014 0.10
C 1.71784 -0.04478 1.28436 -0.17
H -1.64322 -2.41288 -0.14668 0.16
C -2.55111 1.89180 0.28639 -0.04
H -1.32992 -1.68990 1.43298 0.21
H 2.61754 -0.33731 1.88483 0.14
H -2.35454 1.88967 -0.79655 0.10
N -1.22446 -1.64840 0.34732 0.17
C 1.64214 0.82129 -0.90855 0.01
H -1.90244 2.54310 0.77092 0.07
H 1.01628 -0.12329 2.17211 0.14
H 2.79001 1.86180 0.70979 0.15
C 1.33138 -0.49028 -0.91370 -0.37
C -2.17755 0.52883 0.78259 -0.10

***

ii) 26
Properties=species:S:1:pos:R:3:lowdin_charge:R:1 method="wB97M-V/def2-TZVPD" homo_lumo_gap_ev="8.616 / 8.471" total_charge=+1 lumo_energy_ev="-6.19 / -5.62"
C -1.03198 2.27705 0.12600 0.05
C -1.25118 0.71977 0.09534 -0.23
H 0.86388 -0.70122 -2.19826 0.08
H -3.32094 0.68587 -0.32457 0.09
H 2.32594 -1.13590 -1.74202 0.05
H 2.37902 1.24398 -0.80721 0.14
O -1.44492 -1.83648 0.17557 0.03
H 1.66329 -0.71886 1.98120 0.07
C 1.33257 -1.39699 1.25709 0.04
N -0.23574 0.01408 0.02652 0.26
H -0.03415 2.56249 0.63073 0.11
H -1.02036 2.53458 -0.97163 0.12
C -2.67624 0.16974 0.23881 -0.03
H -2.83357 0.52089 1.32018 0.18
H 1.96823 1.37489 1.03046 0.12
H -3.33464 -1.82876 0.21780 0.17
C -2.53139 -1.26809 -0.26105 -0.30
C 1.37920 -1.08054 -1.33606 -0.03
C 2.27514 0.62475 0.19544 -0.01
H 0.39264 -1.90524 1.45202 0.08
H 3.16265 0.14341 0.32652 0.05
H 1.94153 -2.07606 0.87166 0.05
H -1.95962 2.53871 0.69149 0.10
H -2.45149 -1.42000 -1.38738 0.17
H 1.06084 -2.22150 -1.44842 0.14
C 1.11940 -0.41871 0.04087 -0.51

***

Most stable: i) (next structure +0.1411 hartree)

***

i) 7
Properties=species:S:1:pos:R:3:lowdin_charge:R:1 method="wB97M-V/def2-TZVPD" smiles="O=C(F)[N+](F)(F)F" homo_lumo_gap_ev=14.035 total_charge=+1 lumo_energy_ev=-6.23
F 0.68176 1.44891 0.45229 0.25
C -0.72824 -0.21343 -0.76333 -0.19
F 1.46044 -0.50861 0.39419 0.24
F 0.17523 -1.02047 -1.43153 0.20
F -0.15172 -0.06570 1.68147 0.25
O -1.78300 0.18039 -0.82169 0.40
N 0.34553 0.17892 0.48860 -0.16

***

ii) 7
Properties=species:S:1:pos:R:3:lowdin_charge:R:1 method="wB97M-V/def2-TZVPD" homo_lumo_gap_ev=9.058 total_charge=+1 lumo_energy_ev=-6.69
F -1.12946 -0.44147 -0.42417 -0.03
O 1.67803 0.60068 -0.36576 0.49
C 2.43053 -0.17122 -0.05940 -0.01
F 3.24696 -0.98095 0.30421 0.49
F -3.21096 -0.50522 0.26788 0.04
F -2.06597 1.15908 0.49183 0.09
N -2.32192 0.30018 -0.40586 -0.08

***

Most stable: i) (next structure +0.0089 hartree)

***

i) 22
Properties=species:S:1:pos:R:3:lowdin_charge:R:1 method="wB97M-V/def2-TZVPD" smiles="O=C1C=CC(=O)C=C1.C=C(C)C#N" homo_lumo_gap_ev=8.779 total_charge=0 lumo_energy_ev=-1.19
H -2.30321 2.31068 1.18302 0.12
H -3.81943 0.40000 1.65556 0.12
C 1.20847 -0.22604 0.88876 -0.17
C -1.37252 1.41567 -0.56358 -0.44
C -2.14703 -0.85583 -1.10444 0.01
H 3.09625 1.54691 0.18426 0.09
C -2.31324 1.41772 0.57160 -0.01
H 4.40384 0.36403 -0.05110 0.08
C 3.50284 0.59203 0.51338 -0.05
C 2.68823 -1.64245 -0.30623 0.09
H -2.12718 -1.76145 -1.69557 0.12
C -3.11964 -0.83466 0.00825 -0.40
C -3.12663 0.39135 0.82661 0.01
C -1.34498 0.17702 -1.36764 -0.01
O -3.86600 -1.76843 0.22527 0.10
H -0.63875 0.15850 -2.18769 0.12
H 3.63685 -1.87885 -0.76378 0.07
C 2.48468 -0.49152 0.33285 -0.36
N 0.16701 0.00885 1.30810 0.23
O -0.67942 2.37358 -0.83622 0.09
H 1.91025 -2.38471 -0.38982 0.07
H 3.75959 0.68762 1.56847 0.09

***

ii) 22
Properties=species:S:1:pos:R:3:lowdin_charge:R:1 method="wB97M-V/def2-TZVPD" homo_lumo_gap_ev="7.679 / 7.679" total_charge=0 lumo_energy_ev="0.70 / 0.70"
H 0.45534 -0.11793 -3.85567 0.12
C 0.69244 0.19504 2.95038 -0.23
H 1.08029 0.41650 3.87384 0.12
H -0.89780 -1.37239 3.27017 0.12
C 1.34722 0.71668 -0.67187 -0.10
O 0.53382 1.57128 2.30661 0.02
H 2.21760 0.55148 0.05078 0.13
C -0.62308 -0.55062 2.62895 0.01
C 0.29847 0.22927 -2.75333 -0.12
H -1.92285 1.58563 -0.52100 0.09
C -1.06095 1.10910 -0.85528 -0.04
H 2.37382 -0.08020 -2.51980 0.12
C 0.26363 1.85140 1.15066 -0.03
C -0.95130 0.62338 -2.17567 -0.08
C 1.47141 0.33277 -1.99213 -0.12
H -1.83595 0.78785 -2.86503 0.11
N 1.36440 -0.62754 2.06424 0.15
O -0.14018 -1.72076 0.46596 0.17
H -1.52986 -0.13122 2.32055 0.10
C 0.12277 1.08501 -0.07964 -0.28
H 0.56015 -1.80064 -0.19143 0.14
C 0.25550 -1.06569 1.49835 -0.41

***

Most stable: i) (next structure +0.1355 hartree)